(1)
{"formula": "C29H18Cl3N6O7S2V", "method": "ωB97M-V/def2-TZVPD", "lumo_energy_ev": [-0.57, -0.55], "relative_energy_kcal_mol": 33.33, "homo_ev": [-7.9, -8.0], "multiplicity": 3, "energy_ha": -5092.2614, "symbols": ["V", "Cl", "C", "C", "C", "Cl", "C", "C", "C", "C", "N", "C", "C", "O", "H", "H", "H", "H", "O", "C", "O", "C", "C", "Cl", "N", "N", "C", "C", "O", "O", "C", "C", "C", "C", "C", "C", "H", "H", "H", "H", "H", "H", "N", "C", "C", "C", "C", "C", "C", "S", "O", "O", "N", "C", "S", "C", "C", "N", "H", "H", "H", "H", "H", "H", "H", "H"], "positions_angstrom": [[0.49747, -1.88410, -0.76844], [2.80093, -0.09827, 3.06898], [1.41504, -1.13007, 3.04559], [0.80596, -1.49840, 4.25896], [-0.28058, -2.32799, 4.26604], [-0.99131, -2.78922, 5.77218], [-0.83594, -2.81791, 3.05862], [-1.94417, -3.68107, 2.93952], [-2.36223, -4.06760, 1.69475], [-1.70822, -3.57776, 0.55668], [-0.67147, -2.77154, 0.63155], [-0.22611, -2.40407, 1.86303], [0.92764, -1.57605, 1.83875], [1.45733, -1.31245, 0.65324], [1.21953, -1.13340, 5.18823], [-2.46199, -4.01644, 3.82683], [-3.20992, -4.72690, 1.58072], [-2.03664, -3.85572, -0.43778], [5.53369, -2.39959, -4.80519], [4.69448, -2.97663, -3.92189], [4.69813, -4.15336, -3.74220], [3.77117, -2.05354, -3.19679], [3.90643, -0.70447, -2.91140], [5.16656, 0.38120, -3.28919], [2.84544, -0.30572, -2.16777], [2.02536, -1.34590, -1.97215], [2.55316, -2.40285, -2.58246], [1.60340, -3.58206, -2.63087], [1.66862, -4.45134, -3.45261], [0.66716, -3.43162, -1.72396], [2.48130, 1.03780, -1.82323], [2.36028, 1.96627, -2.85034], [2.06376, 3.28307, -2.54447], [1.86276, 3.65416, -1.22251], [1.94927, 2.71180, -0.20923], [2.26974, 1.39495, -0.50189], [5.48761, -1.43751, -4.78927], [2.48514, 1.64851, -3.87731], [1.98645, 4.01523, -3.33665], [1.63109, 4.68286, -0.97910], [1.78484, 3.00224, 0.81972], [2.37686, 0.65979, 0.28188], [-2.84473, 5.65204, 2.98996], [-2.88003, 4.36437, 2.50981], [-3.79579, 4.00366, 1.51417], [-3.88257, 2.69365, 1.08471], [-3.05328, 1.73503, 1.64547], [-2.12740, 2.07254, 2.62346], [-2.03977, 3.38085, 3.05118], [-3.18295, 0.05805, 1.12527], [-3.14593, -0.76666, 2.29939], [-4.32052, -0.06216, 0.24510], [-1.77839, -0.20426, 0.31676], [-1.72737, -0.18843, -0.99095], [-2.91231, 0.51915, -2.08339], [-1.85683, 0.19901, -3.43221], [-0.74580, -0.43071, -3.03204], [-0.66002, -0.68161, -1.66922], [-3.32455, 6.36860, 2.47846], [-2.07104, 5.93474, 3.56150], [-4.44013, 4.76318, 1.08767], [-4.58762, 2.39486, 0.32052], [-1.49243, 1.29932, 3.03865], [-1.32490, 3.66111, 3.81584], [-2.13643, 0.46246, -4.43776], [0.06276, -0.75311, -3.67090]]}

=====

(2)
{"formula": "C17H29F9N4O10P3S3", "method": "ωB97M-V/def2-TZVPD", "lumo_energy_ev": -3.58, "total_charge": 1, "homo_ev": -12.6, "energy_ha": -4753.9730, "symbols": ["C", "C", "C", "C", "C", "N", "C", "N", "P", "O", "O", "S", "N", "C", "C", "O", "C", "C", "P", "O", "O", "O", "S", "O", "O", "C", "F", "F", "C", "F", "F", "C", "F", "F", "C", "F", "F", "F", "C", "P", "O", "O", "S", "H", "H", "H", "H", "H", "H", "H", "H", "H", "H", "H", "H", "H", "H", "H", "H", "H", "H", "H", "H", "H", "H", "H", "H", "H", "H", "C", "C", "N", "H", "H", "H"], "positions_angstrom": [[4.04702, 0.36011, 2.67263], [3.07106, -0.20723, 1.62039], [3.81265, -0.66846, 0.37647], [2.93556, -0.97248, -0.85863], [3.51972, -2.07840, -1.74457], [1.48608, -1.03857, -0.61210], [0.63262, -2.05712, -0.56300], [0.69795, -3.33832, -0.24166], [2.05400, -4.27551, 0.23616], [2.99068, -3.41792, 1.16493], [1.26248, -5.24004, 1.22206], [2.92844, -5.28870, -1.13111], [-0.68626, -1.63512, -0.78527], [-1.42291, -2.14498, -1.95774], [-0.59557, -2.90742, -2.96574], [-0.57050, -4.26960, -2.57187], [-0.64999, -0.22597, -0.35839], [-0.42986, -0.22221, 1.20006], [-1.25894, -1.47828, 2.23207], [-1.64550, -0.85236, 3.49086], [-2.50900, -2.19243, 1.56302], [-0.14689, -2.60669, 2.49861], [-2.16471, 0.78309, -0.52213], [-2.91212, 0.47062, -1.69757], [-2.94846, 0.64458, 0.66716], [-1.75776, 2.62020, -0.62472], [-0.92632, 2.89967, -1.64445], [-2.96343, 3.16081, -0.89998], [-1.14897, 3.22958, 0.64875], [0.09004, 2.66166, 0.75522], [-1.82606, 2.91815, 1.75306], [-0.92295, 4.76613, 0.62008], [-0.35164, 5.04834, 1.81118], [-0.05586, 5.12208, -0.34035], [-2.20986, 5.64292, 0.49236], [-2.48998, 5.85380, -0.80591], [-3.25110, 5.08896, 1.12384], [-1.94515, 6.83781, 1.05653], [0.68210, 0.15626, -1.01304], [0.82959, 0.63878, -2.81075], [1.87681, -0.35963, -3.49075], [1.63649, 2.00483, -2.70449], [-0.74463, 0.77448, -3.86954], [3.74956, 1.33730, 3.01703], [4.14847, -0.34248, 3.48694], [5.02929, 0.46662, 2.23052], [2.41558, 0.61468, 1.34346], [2.45889, -0.98270, 2.06464], [4.42960, -1.52715, 0.60795], [4.51015, 0.11979, 0.12929], [3.09207, -0.08180, -1.44747], [4.14878, -2.71911, -1.14867], [4.13334, -1.65150, -2.52464], [2.73774, -2.65330, -2.21846], [-0.17703, -3.84327, -0.25864], [2.57124, -3.19631, 2.00998], [1.87065, -5.94097, 1.47957], [-1.98281, -1.39298, -2.48953], [-2.15425, -2.87252, -1.61188], [0.40363, -2.48996, -3.10139], [-1.09351, -2.81582, -3.92539], [-0.01289, -4.74436, -3.18731], [-0.74231, 0.69956, 1.65916], [0.62517, -0.29100, 1.42366], [-2.82128, -1.79244, 0.74740], [-0.57025, -3.22945, 3.10344], [1.16588, 0.98265, -0.49693], [2.74020, 0.06437, -3.54769], [1.22137, 2.64373, -3.29484], [-5.89952, 3.65639, 1.91873], [-7.14249, 3.40794, 2.63302], [-8.11824, 3.21252, 3.19312], [-5.16897, 2.89042, 2.17349], [-6.08076, 3.63426, 0.84596], [-5.50614, 4.63149, 2.19380]]}

=====

(3)
{"formula": "C4H15N2O2", "method": "ωB97M-V/def2-TZVPD", "lumo_energy_ev": -3.04, "relative_energy_kcal_mol": 41.70, "total_charge": 1, "homo_ev": -13.2, "energy_ha": -421.1270, "symbols": ["N", "C", "C", "C", "O", "C", "N", "H", "H", "H", "H", "H", "H", "H", "H", "H", "H", "H", "H", "H", "H", "H", "O"], "positions_angstrom": [[0.32520, 1.30285, 1.38979], [0.52893, 0.01788, 0.64492], [1.35190, 0.17630, -0.63221], [2.32493, -0.94032, -0.83997], [2.08383, 1.41892, -0.34012], [-0.91251, -0.42288, 0.18467], [-1.65281, -0.82636, 1.36072], [-0.38365, 1.22869, 2.12942], [1.22443, 1.55433, 1.80654], [0.10723, 2.14864, 0.85696], [1.05900, -0.55774, 1.41013], [0.77928, 0.39802, -1.54587], [2.34320, -1.70596, -0.05851], [2.07358, -1.48665, -1.75069], [3.35391, -0.54729, -0.92198], [2.50978, 1.77998, -1.14026], [-0.66402, -1.22402, -0.51230], [-1.30353, 0.26718, -0.57087], [-1.42151, -1.78623, 1.53992], [-2.55162, -0.43120, 1.57347], [-4.18320, -0.78589, -1.44131], [-3.22204, 0.37854, -1.93093], [-3.77030, 0.04323, -1.21152]]}

=====

Table of maximum force (eV/A), in record order: 1.8; 2.8; 2.9